Computed, not measured: a cluster of 3 separate species, C7H19ClIO3S3 in total, with ωB97M-V/def2-TZVPD.

orbital gap: 6.024 eV
total charge: +1
E_LUMO: -0.172 Eh
highest occupied orbital energy: -10.707 eV

Geometry as XYZ:
```
34
Properties=species:S:1:pos:R:3:forces:R:3
C -0.77561 -3.08332 0.50207 -0.1 -0.6 0.0
C -0.30098 -4.16477 1.46613 0.0 0.3 -0.1
I -0.97003 -6.11653 0.88839 0.1 -0.1 0.1
C -0.76633 -3.89319 2.89574 0.0 0.1 -0.2
S 0.29291 -4.89188 3.95551 -0.1 -0.1 -0.1
O -0.70798 -5.46924 5.04124 -0.1 0.0 -0.2
Cl 1.24290 -3.49448 4.97215 0.1 0.0 0.2
H -0.66425 -2.09086 0.92908 0.0 0.1 -0.1
H -1.81776 -3.25274 0.24129 -0.1 0.2 0.1
H -0.20910 -3.15693 -0.42157 0.1 0.1 0.0
H 0.78686 -4.24039 1.44787 0.0 0.1 0.0
H -0.64656 -2.84501 3.16509 0.1 0.0 0.1
H -1.79243 -4.19681 3.09358 0.0 -0.1 0.0
H -0.64725 -6.44040 5.01903 0.0 -0.1 0.2
C -1.27119 1.75815 1.62114 0.0 0.0 0.1
S -2.00609 1.13761 0.10488 -0.1 0.1 -0.1
O -1.34458 -0.17194 -0.18810 0.1 -0.1 0.1
C -1.25523 2.34955 -0.97545 0.0 0.0 0.0
H -1.58377 1.10512 2.43387 0.0 0.0 0.0
H -0.18546 1.75091 1.52631 0.0 0.0 0.0
H -1.63140 2.76891 1.80800 0.0 0.0 0.0
H -0.17114 2.30819 -0.89042 0.0 0.0 0.0
H -1.61242 3.34278 -0.70715 0.0 0.0 0.0
H -1.55597 2.11685 -1.99472 0.0 0.0 0.0
C 3.17176 3.44570 -3.18658 0.0 -0.1 0.0
S 1.90193 4.68930 -2.93442 0.0 0.1 0.0
O 1.10986 4.25756 -1.74909 0.0 -0.1 0.0
C 0.93009 4.26942 -4.38462 0.0 0.0 0.0
H 3.86365 3.50971 -2.34984 0.0 0.0 0.0
H 2.71214 2.45784 -3.21534 0.0 0.0 0.0
H 3.70117 3.65302 -4.11607 0.0 0.0 0.0
H 0.62962 3.22312 -4.32974 0.0 0.0 0.0
H 1.52132 4.45437 -5.28096 0.0 0.0 0.0
H 0.05135 4.91040 -4.38731 0.0 0.0 0.0
```
Positions in Å, forces in eV/Å.

Atom charges from the Mulliken analysis, given in e for atoms 1 to 8:
1 C -1.272
2 C -0.387
3 I 0.203
4 C -0.646
5 S 0.622
6 O -0.400
7 Cl -0.037
8 H 0.320